Record 1
Molecular formula: C6H13N
Method: DFT, ωB97M-V/def2-TZVPD

Geometry as XYZ:
```
20
Properties=species:S:1:pos:R:3:forces:R:3:mulliken_charge:R:1
C -0.96351 2.82832 0.51936 0.1600 0.1155 -0.1369 -1.126
C -0.52190 1.38286 0.22839 -0.5691 -0.2910 -1.2850 -0.473
C 0.65451 0.84079 -0.68835 0.2148 0.1539 0.2876 -0.784
C 0.58876 -0.64927 -0.40162 -0.1487 0.0018 -0.0207 0.865
C 1.53519 -1.14524 0.66739 0.0192 -0.0840 0.1268 -1.369
N -0.35109 -1.30052 -0.96209 0.3940 0.2324 0.1842 -0.487
C -0.65945 -2.66511 -0.58042 0.0235 -0.1414 0.0213 -0.823
H -2.00490 2.88803 0.17566 0.2431 0.2518 0.1230 0.276
H -0.98174 3.13871 1.57195 0.3484 -0.3039 -0.1804 0.300
H -0.39160 3.57005 -0.03874 0.0266 0.0119 -0.0045 0.308
H -0.80035 0.70371 1.03741 0.6107 0.1118 0.1646 0.400
H -1.17572 1.08148 -0.55811 -1.6398 -0.3021 0.0907 0.276
H 0.40053 0.96458 -1.75757 0.0204 0.2752 0.5733 0.315
H 1.63510 1.28739 -0.52945 0.1402 -0.1815 0.2346 0.419
H 2.08698 -0.30121 1.08794 -0.0348 -0.1726 -0.0277 0.349
H 1.00530 -1.64634 1.48238 0.0728 0.0048 -0.0932 0.365
H 2.25591 -1.85604 0.24837 -0.0949 0.0752 0.0609 0.352
H -0.35840 -3.35258 -1.37943 -0.0055 0.1052 0.0861 0.273
H -0.20516 -3.01126 0.35941 -0.0007 0.0931 -0.1656 0.279
H -1.74845 -2.75835 -0.48246 0.2198 0.0438 -0.0392 0.285
```
Positions in Å, forces in eV/Å.

The electronic energy is -291.1117 hartree. For the gap between HOMO and LUMO, the calculation gives 10.24 eV. As for the highest occupied orbital energy: -9.179 eV. As for the spin multiplicity: 1. For the energy above the lowest of the compared OMol25 structures with the same formula, charge and spin, the calculation gives 123.6 kJ/mol. Its charge is 0. The calculation puts the maximum force at 0.0325 hartree/bohr. Its SMILES is CCC/C(C)=N/C.

Record 2
Molecular formula: C4H6F2O2
Method: DFT, ωB97M-V/def2-TZVPD

Geometry as XYZ:
```
14
Properties=species:S:1:pos:R:3:forces:R:3:mulliken_charge:R:1
O -1.34009 -1.56483 0.55558 -1.4371 2.4684 -3.0766 -0.641
C -0.53248 -0.43800 0.96840 -2.0083 -1.4552 -2.5943 -0.113
C 0.86169 -0.62845 0.45796 3.9305 0.2557 -0.4121 0.080
F 1.10116 -1.47391 -0.61077 -1.4583 -0.5218 -0.7971 -0.328
C 0.76818 0.83662 -0.09559 1.9280 0.6824 -1.8694 -0.240
O 1.02869 0.98717 -1.54325 -1.4533 -3.0028 0.8134 -0.589
C -0.72677 0.88005 0.05377 -0.9737 -0.5463 0.4746 -0.032
F -1.26014 0.28029 -1.15615 -0.3683 1.0961 0.5832 -0.421
H -1.68323 -1.27020 -0.53993 1.6726 -1.2332 5.0616 0.415
H -0.49543 -0.15133 1.97843 -0.5989 -0.2836 1.6418 0.424
H 1.78133 -1.02504 1.04872 -1.9393 1.6461 0.2937 0.371
H 1.37645 1.50238 0.60204 -0.9078 -0.2744 -1.4560 0.338
H 0.39376 0.16906 -1.93834 2.8488 3.4208 1.3689 0.405
H -1.27312 1.89619 0.21913 0.7651 -2.2523 -0.0316 0.332
```
Positions in Å, forces in eV/Å.

The electronic energy is -506.0835 hartree. For the gap between HOMO and LUMO, the calculation gives 10.84 eV. As for the highest occupied orbital energy: -10.292 eV. As for the spin multiplicity: 1. For the energy above the lowest of the compared OMol25 structures with the same formula, charge and spin, the calculation gives 377.4 kJ/mol. Its charge is 0. The calculation puts the maximum force at 0.1064 hartree/bohr. Its SMILES is O[C@H]1[C@@H](F)[C@@H](O)[C@H]1F.

Record 3
Molecular formula: C38H43ClN3O2Pt
Method: DFT, ωB97M-V/def2-TZVPD

Geometry as XYZ:
```
88
Properties=species:S:1:pos:R:3:forces:R:3:mulliken_charge:R:1
Pt -0.13770 -0.36120 -0.44400 1.3407 1.5265 1.3064 2.208
C 0.74660 -3.69350 -0.62170 -0.0018 0.1834 0.0343 -1.277
C -0.68140 -3.14660 -0.54380 0.1147 -0.3657 -0.0144 4.112
C -1.55060 -3.80200 -1.60730 -0.0145 0.3202 0.1133 -1.995
C -1.21260 -3.24920 0.85850 -0.3212 0.0355 -0.5277 0.245
C -2.12660 -4.20880 1.22680 0.2443 0.1384 -0.2279 -0.728
C -2.56610 -4.29170 2.54310 0.0238 0.1168 0.0256 -1.594
C -2.11700 -3.38530 3.48870 0.1815 0.1750 0.1106 -0.623
C -1.17420 -2.41880 3.17830 -0.0272 -0.1087 0.3287 0.959
C -0.74760 -1.41230 4.21170 0.0322 0.0041 0.2624 0.715
C 0.01200 -2.11990 5.33640 0.1463 0.1266 -0.1766 -1.612
C -1.94450 -0.63080 4.76110 0.1763 0.0039 -0.1928 -1.463
C -0.68470 -2.36460 1.84520 0.4108 0.2245 0.1922 0.146
N 0.24420 -1.44710 1.45830 -1.6345 -0.5308 -0.8940 0.450
C 1.43510 -1.25420 2.08520 1.0139 0.1436 0.5672 -0.579
O 1.95110 -2.05140 2.84490 -0.1717 0.2967 -0.2268 -0.602
C 2.12400 0.00290 1.63430 0.4730 0.1196 0.2434 0.551
C 3.32660 0.44020 2.17640 -0.3008 -0.2027 -0.0924 -0.862
C 3.90570 1.59240 1.65840 -0.1161 -0.0160 -0.1095 -0.554
C 3.26320 2.28650 0.64310 -0.2117 -0.1560 0.0289 -0.966
C 2.05630 1.78670 0.16660 0.2508 0.2010 0.1401 0.496
N 1.53300 0.67310 0.65310 -0.1538 -0.1647 -0.2044 -0.361
C 1.25320 2.46310 -0.90780 0.0012 -0.0926 -0.2524 -0.360
O 1.53030 3.57010 -1.33080 0.2699 -0.1150 0.1767 -0.645
N 0.26560 1.67620 -1.37700 0.1769 -0.9551 0.2728 0.553
C -0.76170 2.12900 -2.16540 -0.9757 0.5307 -0.4967 -0.010
C -1.67900 3.08880 -1.64890 0.3534 -0.4922 -0.0241 1.411
C -2.74130 3.48290 -2.44340 -0.0088 -0.0136 0.0000 -0.429
C -2.92640 2.95300 -3.70910 0.1104 -0.1001 0.0190 -1.552
C -2.03650 2.01210 -4.20780 -0.1527 0.1162 -0.0011 -1.125
C -0.95540 1.58190 -3.46190 0.1335 0.0827 0.1832 0.386
C 0.00970 0.58760 -4.06960 0.0667 0.1123 0.2961 0.454
C 1.42120 1.16280 -4.18830 -0.0905 -0.0627 -0.0625 -1.642
C -0.01550 -0.73300 -3.30070 -0.1650 0.1041 -0.3342 -1.076
C -1.49910 3.65620 -0.26180 -0.0643 0.1766 0.0079 0.957
C -2.77700 3.58060 0.57810 0.2199 -0.1073 -0.0938 -1.527
C -0.99270 5.09790 -0.37430 0.1803 -0.1827 0.0889 -1.757
H 1.15260 -3.56950 -1.62270 0.0335 0.0302 -0.0915 0.366
H 0.72490 -4.75700 -0.39140 0.0003 -0.1163 -0.0069 0.405
H 1.41310 -3.21200 0.09050 0.0346 -0.0281 -0.0251 0.277
H -0.66630 -2.01580 -0.77090 -0.3582 -1.2205 -0.3792 -2.508
H -1.51170 -4.88520 -1.51110 -0.0347 -0.0963 0.0208 0.495
H -1.17070 -3.55340 -2.59600 0.0146 0.0077 -0.0491 0.410
H -2.58420 -3.46960 -1.53480 -0.1011 -0.0219 -0.0413 0.458
H -2.49600 -4.91730 0.50370 -0.0300 -0.0274 -0.1120 0.476
H -3.27600 -5.05480 2.81790 -0.1066 -0.0841 0.0718 0.423
H -2.51340 -3.44090 4.49040 -0.0069 0.0379 0.1319 0.507
H -0.07060 -0.68530 3.75050 -0.1723 -0.0884 0.1085 0.120
H -0.58980 -2.90060 5.79300 -0.0950 -0.0698 0.0853 0.377
H 0.28040 -1.39840 6.10220 0.0405 0.0610 0.1480 0.450
H 0.92260 -2.56280 4.94030 0.0288 -0.0958 0.0823 0.357
H -2.67310 -1.28970 5.22370 -0.1111 -0.0642 0.0742 0.343
H -2.43320 -0.06720 3.96820 -0.1301 0.0610 -0.0366 0.241
H -1.59790 0.07330 5.51230 -0.0118 0.0848 0.0903 0.484
H 3.78310 -0.14020 2.96420 0.0484 0.0098 0.0420 0.545
H 4.85520 1.93780 2.03610 0.0711 0.0476 0.0644 0.469
H 3.66430 3.18600 0.20090 -0.0029 0.0691 0.0110 0.547
H -3.44380 4.21180 -2.07160 -0.0859 0.1115 0.0792 0.446
H -3.76530 3.26830 -4.30870 -0.0989 0.0642 -0.0801 0.418
H -2.18120 1.62170 -5.20470 0.0030 -0.0688 -0.0937 0.462
H -0.33770 0.37480 -5.08840 -0.0537 0.0065 0.1624 0.694
H 1.88700 1.30500 -3.21790 0.0457 -0.0159 0.0366 0.229
H 1.38320 2.12600 -4.68850 0.0736 0.1164 -0.0599 0.421
H 2.04090 0.49370 -4.77870 0.1378 -0.0753 -0.0700 0.485
H 0.25870 -0.54300 -2.22160 0.2979 -0.2630 -1.1869 -0.302
H 0.71850 -1.42840 -3.69860 0.1284 -0.1547 0.0709 0.460
H -1.00630 -1.18520 -3.36210 0.0183 -0.0490 0.1630 0.482
H -0.73710 3.06780 0.26570 -0.1534 0.0900 -0.1066 -0.117
H -3.56080 4.21800 0.18220 -0.1301 0.1148 -0.0610 0.384
H -2.55360 3.90950 1.58850 -0.0375 0.1015 0.1750 0.451
H -3.15300 2.56060 0.63020 -0.1097 -0.0060 0.0046 0.244
H -1.71010 5.72570 -0.89510 -0.1603 0.0757 -0.0408 0.368
H -0.05060 5.11680 -0.91710 -0.0440 0.1136 -0.0138 0.385
H -0.82730 5.50670 0.61840 -0.0018 0.1434 0.1454 0.463
Cl -8.30610 -0.35810 -0.06960 -0.2497 -0.0471 -0.0139 -0.184
C -6.59660 -0.36840 -0.02020 0.4788 -0.0615 -0.0011 0.304
C -5.93800 -0.62570 1.18560 -0.2460 -0.0693 -0.1088 -0.837
C -4.57070 -0.56470 1.24290 0.2684 0.0944 -0.2920 -0.467
C -3.80690 -0.19960 0.10060 -0.4966 -0.3337 -0.1325 0.548
C -2.45860 0.15740 0.20640 -0.2697 0.3496 0.2402 -0.625
C -4.49950 -0.06580 -1.13500 0.2530 0.0090 0.2697 -0.381
C -5.86630 -0.13200 -1.18840 -0.2509 -0.0994 0.0855 -0.808
H -6.52260 -0.86670 2.05860 -0.0501 0.0056 0.1292 0.461
H -4.05180 -0.75380 2.17130 0.0140 0.0311 0.1605 0.350
H -2.07420 0.31020 1.20880 0.0958 0.0163 -0.0316 0.826
H -2.10600 0.78710 -0.61070 0.0195 0.0431 0.1326 -0.609
H -3.92600 0.12650 -2.03150 0.0271 0.1323 -0.0977 0.450
H -6.39480 0.00030 -2.11840 -0.0442 0.0558 -0.1201 0.455
```
Positions in Å, forces in eV/Å.

The electronic energy is -2367.7213 hartree. For the gap between HOMO and LUMO (spin up / spin down), the calculation gives 6.67 / 4.77 eV. As for the highest occupied orbital energy (spin up / spin down): -9.848 / -10.941 eV. As for the spin multiplicity: 5. Its charge is +1. The calculation puts the maximum force at 0.0470 hartree/bohr. The expectation value of S² is 6.082.

Record 4
Molecular formula: C8H10N3
Method: DFT, ωB97M-V/def2-TZVPD

Geometry as XYZ:
```
21
Properties=species:S:1:pos:R:3:forces:R:3:mulliken_charge:R:1
C 2.89198 -0.18894 0.02974 -2.4391 2.0244 -0.0489 -0.382
C 2.13273 -1.33409 0.06172 0.0636 0.8085 -0.2620 -0.901
C 2.29882 1.10018 0.03209 -2.3648 -2.5551 -0.1601 -0.863
C 0.76392 -1.27922 0.03860 -1.2388 -0.2428 0.4908 -0.333
C 0.87225 1.06943 0.02014 2.9807 0.7798 0.0479 0.527
C 0.09818 -0.09137 0.04053 1.1522 2.4291 -0.8356 0.481
C -1.90574 -0.15598 1.24717 0.2319 3.0750 0.4130 -0.788
C -2.00554 -0.00362 -1.19848 -1.1737 -2.4273 -1.8263 -0.618
N 0.09445 2.26370 -0.03602 -0.4540 -0.7705 0.2677 0.057
N -1.06626 2.10467 -0.00072 -0.2391 -0.1937 -0.0131 -0.264
N -1.27179 0.27927 0.01850 1.7036 0.8180 -1.0935 0.165
H 3.89388 -0.26302 -0.12274 2.8385 -0.1848 0.0150 0.496
H 2.63477 -2.25665 0.02437 0.3909 -1.1267 0.0507 0.449
H 2.83698 2.00751 -0.02127 0.4733 0.7347 -0.0153 0.476
H 0.14924 -2.13012 0.09763 -0.3387 -1.3908 -0.1283 0.495
H -2.00889 -1.17832 1.02169 -1.1006 -1.5130 0.8825 0.404
H -1.09641 0.06248 1.99960 -1.4519 -0.4873 -0.1100 0.310
H -2.79655 0.55399 1.32319 0.7630 -1.7059 0.5467 0.372
H -1.56955 0.37624 -2.20996 -0.9613 0.5926 2.2307 0.308
H -1.83113 -1.12850 -1.48553 -0.8473 1.5768 1.1236 0.306
H -3.11535 0.19234 -0.88024 2.0115 -0.2410 -1.5756 0.302
```
Positions in Å, forces in eV/Å.

The electronic energy is -474.7490 hartree. For the gap between HOMO and LUMO, the calculation gives 9.63 eV. As for the highest occupied orbital energy: -14.244 eV. As for the spin multiplicity: 1. For the energy above the lowest of the compared OMol25 structures with the same formula, charge and spin, the calculation gives 206.4 kJ/mol. Its charge is +1. The calculation puts the maximum force at 0.0678 hartree/bohr.